[1]
A single C7H6O molecule in a non-equilibrium geometry. Source: the OMol25 dataset; level of theory: ωB97M-V with the def2-TZVPD basis set.

The geometry in XYZ format:
```
14
Properties=species:S:1:pos:R:3:lowdin_charge:R:1
C 1.493 0.536 -0.111 -0.154
C 1.693 -0.821 0.066 -0.096
C 0.522 -1.582 0.105 -0.042
C -0.590 -0.882 -0.264 -0.189
C -0.663 0.616 -0.081 -0.231
C 0.345 1.339 -0.036 -0.087
C -2.103 0.488 0.148 -0.031
O -1.978 -1.003 -0.143 -0.046
H 2.422 1.232 -0.266 0.117
H 2.654 -1.238 -0.096 0.093
H 0.371 -2.789 0.256 0.170
H 0.979 2.484 0.140 0.204
H -2.492 0.769 1.117 0.125
H -2.651 0.852 -0.835 0.166
```

As for the SMILES: c1ccc2c(c1)CO2. For the HOMO energy, the calculation gives -8.4 eV. As for the energy relative to the best compared isomer or geometry (same formula, charge and spin): 85.6 kcal per mole. As for the HOMO-LUMO gap: 9.36 eV. As for the charge: 0. The LUMO energy is 0.98 eV. Its total energy is -345.38882 Ha.



[2]
A molecular structure, CI3OP in a non-equilibrium geometry. Source: the OMol25 dataset; level of theory: ωB97M-V with the def2-TZVPD basis set.

The geometry in XYZ format:
```
6
Properties=species:S:1:pos:R:3:lowdin_charge:R:1
C 0.300 -0.256 -0.187 -1.925
O -1.747 1.191 0.988 -0.495
P -1.338 -0.209 0.681 0.625
I -0.202 -1.476 -1.833 0.708
I 1.692 -1.195 1.177 0.653
I 1.295 1.946 -0.826 0.435
```

For the HOMO energy, the calculation gives -9.7 eV. As for the energy relative to the best compared isomer or geometry (same formula, charge and spin): 12.7 kcal per mole. As for the HOMO-LUMO gap: 7.77 eV. As for the charge: 0. The LUMO energy is -1.92 eV. Its total energy is -1347.73867 Ha.



[3]
A molecular structure, C2H2Br2I2 in a non-equilibrium geometry. Source: the OMol25 dataset; level of theory: ωB97M-V with the def2-TZVPD basis set.

The geometry in XYZ format:
```
8
Properties=species:S:1:pos:R:3:lowdin_charge:R:1
C -0.016 0.614 -0.265 -1.522
C -0.233 -0.593 0.515 -1.252
Br -0.194 2.258 0.613 0.595
Br 1.182 -0.554 1.842 0.562
I 1.630 0.679 -1.576 0.746
I 0.140 -2.495 -0.597 0.674
H -1.385 0.921 -1.561 0.196
H -1.124 -0.831 1.030 0.001
```

For the HOMO energy (spin up / spin down), the calculation gives -9.2 / -9.2 eV. As for the energy relative to the best compared isomer or geometry (same formula, charge and spin): 78.1 kcal per mole. As for the HOMO-LUMO gap (spin up / spin down): 8.13 / 8.13 eV. As for the charge: 0. The LUMO energy (spin up / spin down) is -1.09 / -1.09 eV. Its total energy is -5820.67384 Ha.



[4]
A molecular structure, C35H46N3SSbSi3Ta. Source: the OMol25 dataset; level of theory: ωB97M-V with the def2-TZVPD basis set.

The geometry in XYZ format:
```
90
Properties=species:S:1:pos:R:3:lowdin_charge:R:1
Ta 0.211 0.525 1.203 1.791
C 0.486 0.703 -3.531 -0.236
Sb -0.656 0.690 -1.731 1.487
C 1.256 1.003 -0.441 -0.566
C 2.280 -0.080 -0.290 -0.404
C 3.373 -0.334 -1.101 -0.013
C 4.201 -1.402 -0.786 0.018
C 3.891 -2.218 0.294 -0.003
C 2.786 -1.912 1.059 -0.105
N 2.016 -0.843 0.800 -0.026
Si 1.946 2.815 -0.783 0.471
C 3.348 2.801 -2.009 -0.159
C 2.602 3.364 0.877 -0.148
C 0.573 3.910 -1.404 -0.169
C -1.488 -1.335 -1.522 -0.539
C -1.720 -1.692 -0.117 -0.365
C -2.614 -2.730 0.224 -0.027
C -2.872 -3.084 1.522 0.037
C -2.247 -2.397 2.575 0.000
C -1.407 -1.388 2.237 -0.127
N -1.138 -1.028 0.934 -0.093
Si -3.287 -0.990 -2.336 0.456
C -3.060 0.066 -3.868 -0.182
C -4.271 -0.041 -1.063 -0.146
C -4.220 -2.526 -2.828 -0.148
Si -0.644 -2.796 -2.532 0.483
C -0.827 -2.538 -4.368 -0.151
C -1.334 -4.469 -2.077 -0.151
C 1.162 -2.833 -2.075 -0.152
H 0.968 1.676 -3.598 0.009
H -0.208 0.589 -4.360 0.017
H 1.224 -0.094 -3.537 0.017
H 3.564 0.286 -1.963 0.107
H 5.068 -1.614 -1.397 0.140
H 4.490 -3.084 0.536 0.133
H 2.496 -2.551 1.880 0.116
H 4.271 2.372 -1.617 0.047
H 3.565 3.854 -2.215 0.062
H 3.120 2.338 -2.970 0.037
H 3.285 2.631 1.314 0.048
H 1.808 3.586 1.592 0.017
H 3.170 4.288 0.743 0.062
H 0.070 3.544 -2.302 0.020
H 1.030 4.864 -1.679 0.062
H -0.184 4.116 -0.648 0.024
H -3.109 -3.251 -0.578 0.087
H -3.566 -3.887 1.734 0.144
H -2.430 -2.641 3.611 0.136
H -0.911 -0.809 3.020 0.107
H -2.730 1.094 -3.700 0.022
H -4.060 0.153 -4.305 0.064
H -2.431 -0.394 -4.629 0.027
H -3.791 0.890 -0.757 0.010
H -4.495 -0.622 -0.167 0.044
H -5.231 0.229 -1.511 0.061
H -3.711 -3.162 -3.551 0.035
H -5.127 -2.156 -3.317 0.064
H -4.558 -3.145 -1.997 0.043
H -1.857 -2.593 -4.720 0.034
H -0.294 -3.370 -4.839 0.063
H -0.379 -1.625 -4.755 0.023
H -2.398 -4.610 -2.265 0.035
H -1.112 -4.764 -1.050 0.046
H -0.809 -5.180 -2.723 0.062
H 1.709 -1.952 -2.403 0.012
H 1.625 -3.701 -2.551 0.064
H 1.291 -2.952 -0.997 0.030
S 1.077 2.806 5.043 1.269
C 2.014 1.357 5.223 -0.418
C 2.832 1.011 6.293 -0.038
C 3.409 -0.242 6.279 -0.025
C 3.144 -1.133 5.236 -0.028
C 2.336 -0.778 4.174 -0.024
C 1.789 0.499 4.145 -0.276
N 0.929 1.050 3.170 -0.079
C 0.463 2.244 3.578 -0.543
C -0.548 2.931 2.786 -0.276
C -1.116 4.124 3.204 -0.002
C -2.138 4.688 2.451 0.006
C -2.582 4.050 1.300 -0.023
C -1.988 2.869 0.878 -0.122
C -0.946 2.264 1.599 -0.247
H 2.997 1.696 7.114 0.132
H 4.048 -0.547 7.096 0.130
H 3.570 -2.127 5.269 0.125
H 2.108 -1.491 3.406 0.066
H -0.784 4.615 4.111 0.117
H -2.591 5.618 2.768 0.134
H -3.390 4.479 0.724 0.130
H -2.341 2.425 -0.042 0.035
```

For the HOMO energy, the calculation gives -16.5 eV. As for the energy relative to the best compared isomer or geometry (same formula, charge and spin): 0.0 kcal per mole. As for the HOMO-LUMO gap: 6.55 eV. As for the charge: +3. The LUMO energy is -9.95 eV. Its total energy is -3088.70695 Ha.



[5]
A molecular structure, C50H39BBrF4N15PV in a non-equilibrium geometry. Source: the OMol25 dataset; level of theory: ωB97M-V with the def2-TZVPD basis set.

The geometry in XYZ format:
```
112
Properties=species:S:1:pos:R:3:lowdin_charge:R:1
V -0.032 0.726 -1.154 0.931
C -4.179 3.718 -0.038 -0.005
C -2.789 3.229 0.138 -0.243
C -1.736 3.962 0.646 0.055
C -0.598 3.164 0.490 -0.216
N -0.982 1.983 -0.033 -0.029
N -2.310 2.028 -0.246 0.055
B -3.195 0.962 -0.949 -0.507
N -2.537 0.395 -2.222 0.035
N -1.299 -0.094 -2.236 -0.053
C -1.141 -0.841 -3.333 -0.208
C -2.350 -0.855 -4.031 0.071
C -3.219 -0.074 -3.284 -0.228
C -4.666 0.169 -3.519 0.000
C 0.095 -1.533 -3.696 -0.178
C 0.576 -1.427 -5.001 -0.027
C 1.712 -2.115 -5.384 -0.075
C 2.372 -2.925 -4.472 -0.078
C 1.896 -3.044 -3.177 -0.086
C 0.763 -2.350 -2.785 -0.067
N -3.474 -0.303 -0.120 0.022
N -2.737 -1.399 -0.353 0.066
C -3.359 -2.432 0.221 -0.346
C -4.534 -1.977 0.845 0.015
C -4.580 -0.623 0.595 -0.279
C -5.612 0.360 1.017 -0.016
C -2.797 -3.778 0.196 -0.212
C -1.843 -4.105 -0.766 -0.036
C -1.279 -5.365 -0.810 -0.078
C -1.663 -6.328 0.109 -0.093
C -2.601 -6.013 1.079 -0.085
C -3.160 -4.749 1.129 -0.038
C 0.767 3.637 0.687 -0.155
C 1.869 2.958 0.174 -0.060
C 3.137 3.506 0.229 -0.071
C 3.344 4.723 0.853 -0.069
C 2.265 5.387 1.413 -0.069
C 0.992 4.864 1.315 -0.020
H -4.253 4.728 0.353 0.088
H -4.443 3.735 -1.093 0.094
H -4.892 3.088 0.484 0.064
H -1.777 4.961 1.022 0.112
H -4.213 1.483 -1.240 0.115
H -2.564 -1.388 -4.936 0.122
H -4.977 -0.276 -4.460 0.087
H -5.242 -0.286 -2.715 0.089
H -4.893 1.232 -3.537 0.090
H 0.055 -0.796 -5.706 0.116
H 2.095 -2.019 -6.390 0.104
H 3.260 -3.465 -4.772 0.105
H 2.425 -3.654 -2.460 0.106
H 0.389 -2.451 -1.774 0.099
H -5.251 -2.554 1.389 0.107
H -6.341 -0.145 1.640 0.082
H -5.161 1.173 1.586 0.077
H -6.129 0.785 0.159 0.082
H -1.564 -3.348 -1.482 0.086
H -0.548 -5.605 -1.571 0.102
H -1.237 -7.321 0.066 0.099
H -2.901 -6.764 1.798 0.102
H -3.871 -4.517 1.907 0.109
H 1.715 1.977 -0.263 0.049
H 3.962 2.979 -0.227 0.105
H 4.336 5.144 0.913 0.107
H 2.410 6.332 1.913 0.108
H 0.164 5.408 1.739 0.110
N 2.260 2.246 -3.222 0.180
C 2.538 1.045 -2.647 -0.390
N 3.638 0.326 -2.785 0.095
N 3.462 -0.729 -1.999 0.004
N 2.340 -0.674 -1.403 -0.062
N 1.692 0.431 -1.776 -0.123
C 0.991 2.750 -3.157 -0.409
N 0.536 3.819 -3.789 0.050
N -0.735 3.914 -3.424 -0.054
N -1.056 2.979 -2.620 -0.019
N 0.007 2.198 -2.412 -0.071
H 2.911 2.647 -3.879 0.160
F 0.826 -3.721 6.421 0.131
C 0.996 -2.952 5.345 -0.128
C 2.201 -2.286 5.144 -0.122
F 3.180 -2.407 6.046 0.125
C 2.378 -1.481 4.023 -0.198
F 3.548 -0.848 3.899 0.110
C 1.370 -1.309 3.081 -0.317
P 1.537 -0.203 1.588 1.106
C 3.223 -0.771 1.166 -0.408
C 4.324 0.017 0.873 -0.108
C 5.496 -0.576 0.433 -0.081
C 5.572 -1.946 0.264 -0.084
C 4.459 -2.732 0.508 -0.076
C 3.292 -2.149 0.949 -0.124
C 1.576 1.285 2.678 -0.361
C 0.314 1.741 3.061 -0.127
C 0.186 2.816 3.918 -0.078
C 1.318 3.468 4.382 -0.083
C 2.571 3.021 4.001 -0.069
C 2.705 1.927 3.165 -0.083
C 0.162 -1.949 3.330 -0.573
Br -1.263 -1.637 2.173 1.022
C -0.031 -2.773 4.429 -0.249
F -1.209 -3.370 4.623 0.083
H 4.274 1.091 0.963 0.075
H 6.351 0.040 0.203 0.105
H 6.487 -2.398 -0.087 0.103
H 4.498 -3.798 0.338 0.105
H 2.407 -2.754 1.107 0.110
H -0.575 1.249 2.683 0.077
H -0.796 3.150 4.221 0.109
H 1.220 4.320 5.038 0.105
H 3.457 3.524 4.362 0.109
H 3.689 1.572 2.908 0.094
```

As for the spin multiplicity: 3. For the HOMO energy (spin up / spin down), the calculation gives -8.3 / -8.3 eV. As for the energy relative to the best compared isomer or geometry (same formula, charge and spin): 0.0 kcal per mole. As for the HOMO-LUMO gap (spin up / spin down): 7.62 / 8.04 eV. As for the expectation value of S²: 2.01. As for the charge: 0. The LUMO energy (spin up / spin down) is -0.65 / -0.29 eV. Its total energy is -7033.84738 Ha.



[6]
A single C5H11NOS molecule in a non-equilibrium geometry. Source: the OMol25 dataset; level of theory: ωB97M-V with the def2-TZVPD basis set.

The geometry in XYZ format:
```
19
Properties=species:S:1:pos:R:3:lowdin_charge:R:1
C 1.738 -0.436 0.809 -0.043
C 0.923 -0.220 -0.480 -0.352
C -0.486 -0.835 -0.315 -0.258
C -1.333 -0.175 0.774 -0.573
S -2.953 -0.978 0.923 0.709
N 0.867 1.209 -0.801 0.055
C -0.168 1.862 -1.395 -0.378
O -0.349 3.054 -1.292 0.023
H 1.274 -1.061 1.565 0.074
H 2.686 -0.874 0.504 0.077
H 2.012 0.501 1.302 0.080
H 1.425 -0.737 -1.295 0.131
H -1.058 -0.857 -1.243 0.098
H -0.308 -1.867 -0.022 0.104
H -1.524 0.885 0.654 0.065
H -0.809 -0.285 1.729 0.065
H -2.531 -2.245 0.818 -0.147
H 1.411 1.828 -0.216 0.133
H -0.817 1.230 -2.022 0.138
```

As for the SMILES: C[C@@H](CCS)NC=O. For the HOMO energy, the calculation gives -9.2 eV. As for the energy relative to the best compared isomer or geometry (same formula, charge and spin): 20.1 kcal per mole. As for the HOMO-LUMO gap: 10.00 eV. As for the charge: 0. The LUMO energy is 0.77 eV. Its total energy is -725.29286 Ha.



Question: Among the records above, which one has the highest charge?
Answer: C35H46N3SSbSi3Ta



Question: The highest charge belongs to which entry?
Answer: C35H46N3SSbSi3Ta